[1]
Here is a 2-piece molecular cluster, C4H5O2 overall from the OMol25 dataset. Energies are from the ωB97M-V functional and the def2-TZVPD basis.

Net charge: -2
F_max, eV Å⁻¹: 0.92
LUMO level (spin up / spin down), eV: 6.79 / 6.86
Total energy, a.u.: -305.592049
2S+1: 2
ΔE to the lowest compared entry with this formula, charge and spin, kJ/mol: 43.50
HOMO energy (spin up / spin down), eV: 2.3 / 0.9

Last column: natural (NBO) charge in e.
Atoms and positions in Å:
H1 3.29 0.57 0.04  0.451
H2 -1.45 -0.21 -2.62  0.204
O1 -3.03 1.35 0.94  -1.397
H3 0.10 0.22 1.31  0.225
O2 2.34 0.60 0.14  -0.816
H4 -2.38 0.87 0.41  0.403
C1 0.39 -0.60 0.62  -0.637
C2 -0.84 -0.16 -1.73  -0.401
C3 -0.32 -0.38 -0.65  0.094
H5 0.00 -1.53 1.06  0.209
C4 1.91 -0.72 0.47  -0.334


[2]
Here is an isolated ion of composition C4H5O2 and charge +1 in a non-equilibrium geometry from the OMol25 dataset. Energies are from the ωB97M-V functional and the def2-TZVPD basis.

Net charge: +1
F_max, eV Å⁻¹: 4.49
LUMO level, eV: -6.50
Total energy, a.u.: -305.500247
ΔE to the lowest compared entry with this formula, charge and spin, kJ/mol: 252.19
HOMO energy, eV: -15.7

Last column: natural (NBO) charge in e.
Atoms and positions in Å:
O1 1.83 -1.36 -0.20  -0.357
C1 0.54 0.99 0.10  -0.369
C2 2.34 0.01 -0.09  0.734
H1 -1.07 -0.41 -0.92  0.339
C3 -0.31 -0.26 -0.04  -0.617
O2 3.46 0.29 -0.08  -0.385
H2 0.79 1.84 -0.47  0.268
H3 0.20 -2.35 -0.07  0.232
C4 0.59 -1.37 -0.15  0.575
H4 -0.98 -0.21 0.79  0.335
H5 0.53 1.41 1.09  0.246


[3]
Here is a 2-piece molecular cluster, C4H5O2P overall in a non-equilibrium geometry from the OMol25 dataset. Energies are from the ωB97M-V functional and the def2-TZVPD basis.

F_max, eV Å⁻¹: 4.88
LUMO level, eV: 0.29
Total energy, a.u.: -647.079340
ΔE to the lowest compared entry with this formula, charge and spin, kJ/mol: 392.10
HOMO energy, eV: -8.1

Last column: natural (NBO) charge in e.
Atoms and positions in Å:
H1 0.97 -0.06 -1.50  -0.094
H2 0.52 -2.16 -2.01  0.015
H3 0.04 -2.25 0.61  0.210
H4 -1.20 -0.91 0.94  0.229
C1 -0.77 -1.72 0.16  -1.137
P1 -0.14 -1.10 -1.26  0.778
O1 0.89 2.66 -1.10  -0.433
H5 -1.26 -0.47 -1.98  0.005
O2 0.24 1.04 3.26  -0.440
C2 0.13 1.28 2.13  0.754
C3 0.47 2.13 -0.16  0.778
C4 0.11 1.55 0.93  -0.663


[4]
Here is an isolated molecule of C4H5O2PS in a non-equilibrium geometry from the OMol25 dataset. Energies are from the ωB97M-V functional and the def2-TZVPD basis.

F_max, eV Å⁻¹: 2.73
LUMO level (spin up / spin down), eV: -0.78 / -0.35
Total energy, a.u.: -1045.279413
ΔE to the lowest compared entry with this formula, charge and spin, kJ/mol: 213.59
HOMO energy (spin up / spin down), eV: -7.6 / -7.4

Last column: natural (NBO) charge in e.
Atoms and positions in Å:
H1 0.38 1.47 -2.04  0.180
C1 1.44 1.45 -1.77  -0.250
H2 -1.33 -2.26 -0.09  0.191
H3 1.93 2.33 -2.19  0.199
H4 1.91 0.55 -2.18  0.177
C2 -0.02 -0.55 -0.03  -0.747
P1 0.75 0.76 0.79  0.939
H5 0.22 -0.75 -1.06  0.244
O1 1.62 1.51 -0.38  -0.789
C3 -2.14 -0.84 2.57  0.148
S1 -2.39 -0.80 4.12  0.036
O2 -1.40 -1.45 1.75  -0.473
C4 -0.97 -1.42 0.50  0.145


[5]
Here is a 2-piece molecular cluster, C4H5O2S overall in a non-equilibrium geometry from the OMol25 dataset. Energies are from the ωB97M-V functional and the def2-TZVPD basis.

Net charge: -1
F_max, eV Å⁻¹: 4.77
LUMO level (spin up / spin down), eV: 3.81 / 3.59
Total energy, a.u.: -703.790867
2S+1: 3
ΔE to the lowest compared entry with this formula, charge and spin, kJ/mol: 142.59
HOMO energy (spin up / spin down), eV: -2.4 / -4.6

Last column: natural (NBO) charge in e.
Atoms and positions in Å:
C1 -2.39 -0.35 1.17  -0.055
C2 1.96 0.35 -0.34  -0.603
H1 0.25 -0.89 -0.45  0.206
S1 -2.47 0.23 -0.49  1.260
H2 2.14 1.46 -0.06  0.202
H3 2.94 -0.18 -0.16  0.188
C3 0.67 -0.22 0.28  -0.666
O1 -3.83 0.38 -0.99  -0.970
H4 1.84 0.44 -1.38  0.187
H5 1.20 -0.72 1.28  0.160
C4 -0.13 0.84 0.93  -0.239
O2 -2.18 -1.33 0.23  -0.670


[6]
Here is C4H5O2Tl as an isolated structure in a non-equilibrium geometry from the OMol25 dataset. Energies are from the ωB97M-V functional and the def2-TZVPD basis.

Net charge: +2
F_max, eV Å⁻¹: 6.57
LUMO level (spin up / spin down), eV: -12.47 / -12.12
Total energy, a.u.: -477.393828
ΔE to the lowest compared entry with this formula, charge and spin, kJ/mol: 387.96
HOMO energy (spin up / spin down), eV: -19.2 / -19.4

Last column: Mulliken charge in e.
Atoms and positions in Å:
H1 0.64 -0.35 1.73  0.418
C1 0.02 -0.12 0.86  -0.288
O1 1.39 -1.65 -1.28  -0.358
H2 1.30 -1.89 -2.20  0.410
O2 -1.53 1.52 0.42  -0.447
H3 -0.60 -0.98 -1.34  0.415
Tl1 -2.31 1.16 2.65  0.889
H4 1.76 0.70 -0.26  0.338
H5 -0.50 1.51 -0.45  0.509
C2 -1.25 0.43 1.13  0.460
C3 0.39 -0.79 -0.91  0.097
C4 0.70 0.45 -0.36  -0.442


F_max of number 6 (C4H5O2Tl)?
6.57 eV Å⁻¹


Among the records above, which one has the lowest F_max?
number 1